Below is a single C7H13N molecule, with properties calculated with ωB97M-V/def2-TZVPD.

**Energy above the lowest of the compared OMol25 structures with the same formula, charge and spin**: 22.0 kcal per mole
**Multiplicity**: 1
**SMILES**: C=C[C@H](C)N=C(C)C
**HOMO-LUMO gap**: 10.12 eV
**Charge**: 0

Last column: natural (NBO) charge in e.
Positions of all 21 atoms, in Å:
1 C -2.51 -0.58 1.16  -0.393
2 C -2.14 -0.48 -0.10  -0.177
3 C -0.72 -0.55 -0.58  -0.120
4 C -0.35 -2.02 -0.83  -0.588
5 N 0.15 -0.04 0.45  -0.436
6 C 1.05 0.81 0.25  0.325
7 C 1.41 1.47 -1.06  -0.704
8 C 1.89 1.23 1.42  -0.652
9 H -3.55 -0.55 1.46  0.196
10 H -1.77 -0.67 1.94  0.211
11 H -2.89 -0.38 -0.89  0.196
12 H -0.63 0.00 -1.53  0.172
13 H 0.67 -2.09 -1.20  0.203
14 H -1.03 -2.47 -1.56  0.208
15 H -0.42 -2.57 0.11  0.218
16 H 1.81 0.73 -1.76  0.229
17 H 0.54 1.93 -1.52  0.229
18 H 2.16 2.23 -0.90  0.220
19 H 1.52 0.76 2.34  0.232
20 H 1.88 2.31 1.53  0.213
21 H 2.91 0.91 1.27  0.217